{
  "formula": "C15H29BN4PRhSe3Te",
  "method": "the ωB97M-V functional and the def2-TZVPD basis",
  "species": ["Rh", "B", "N", "C", "C", "C", "N", "N", "C", "C", "C", "N", "H", "H", "H", "H", "H", "H", "H", "H", "Se", "Se", "Te", "Se", "C", "C", "C", "P", "C", "C", "C", "C", "C", "C", "H", "H", "H", "H", "H", "H", "H", "H", "H", "H", "H", "H", "H", "H", "H", "H", "H", "H", "H", "H", "H"],
  "coordinates": [[0.223, 0.023, -1.958], [-3.158, -1.225, -1.566], [-2.855, 0.308, -1.618], [-3.839, 1.209, -1.570], [-3.297, 2.478, -1.649], [-1.932, 2.254, -1.756], [-1.673, 0.938, -1.746], [-1.898, -2.093, -1.268], [-2.017, -3.343, -0.817], [-0.835, -4.025, -1.053], [-0.024, -3.086, -1.671], [-0.665, -1.915, -1.798], [-3.923, -1.412, -0.650], [-3.625, -1.556, -2.630], [-4.860, 0.881, -1.464], [-3.813, 3.421, -1.631], [-1.127, 2.963, -1.848], [-2.950, -3.673, -0.393], [-0.605, -5.050, -0.825], [0.979, -3.208, -2.043], [2.253, -1.104, -2.688], [4.059, 0.332, -2.602], [3.168, 2.210, -4.052], [0.746, 1.875, -3.358], [-0.060, -0.854, 2.801], [-0.523, -0.525, 1.376], [-1.820, 0.286, 1.490], [0.735, 0.256, 0.262], [2.378, -0.488, 0.672], [3.076, -0.009, 1.950], [2.345, -2.018, 0.642], [0.811, 2.057, 0.657], [0.792, 2.438, 2.143], [2.000, 2.727, -0.036], [-0.909, -1.284, 3.337], [0.250, 0.037, 3.344], [0.749, -1.577, 2.842], [-0.744, -1.464, 0.860], [-1.704, 1.097, 2.208], [-2.615, -0.366, 1.856], [-2.154, 0.717, 0.557], [2.986, -0.149, -0.170], [2.502, -0.203, 2.854], [3.324, 1.049, 1.919], [4.017, -0.557, 2.035], [1.872, -2.434, 1.530], [3.370, -2.390, 0.607], [1.829, -2.404, -0.229], [-0.114, 2.432, 0.209], [1.632, 2.024, 2.694], [-0.124, 2.141, 2.645], [0.862, 3.525, 2.211], [2.941, 2.469, 0.452], [1.884, 3.811, 0.020], [2.081, 2.455, -1.083]],
  "atomic_forces_ev_per_a": [[-0.011, -0.324, -0.168], [-0.007, -0.003, -0.084], [0.027, -0.076, -0.016], [-0.007, 0.007, 0.116], [0.020, -0.008, 0.004], [-0.024, -0.015, 0.064], [-0.059, 0.170, 0.037], [-0.025, 0.255, 0.021], [0.003, -0.042, -0.010], [-0.041, -0.017, -0.028], [-0.057, 0.008, -0.095], [0.113, -0.040, 0.501], [-0.036, -0.011, -0.042], [0.054, -0.018, -0.018], [0.002, 0.001, -0.014], [0.004, 0.003, -0.011], [-0.007, 0.017, 0.009], [-0.004, 0.003, -0.014], [0.000, -0.002, -0.009], [0.039, 0.029, 0.074], [0.066, -0.137, -0.281], [-0.048, 0.162, 0.082], [-0.172, -0.204, 0.121], [0.060, 0.285, -0.046], [0.038, -0.045, -0.011], [-0.034, 0.075, 0.012], [0.004, -0.026, -0.005], [0.122, -0.120, -0.105], [-0.006, -0.030, 0.049], [0.002, 0.062, -0.013], [-0.023, 0.006, 0.002], [0.047, 0.027, -0.038], [-0.089, 0.002, 0.006], [0.044, -0.016, 0.043], [0.001, 0.000, 0.000], [-0.022, 0.007, 0.001], [0.003, 0.005, 0.001], [-0.021, -0.030, 0.026], [-0.038, -0.045, 0.007], [0.001, -0.006, -0.005], [-0.041, 0.047, -0.159], [0.006, 0.001, 0.010], [0.007, -0.015, -0.004], [0.002, -0.005, 0.006], [-0.001, -0.003, 0.002], [0.029, -0.008, 0.017], [0.002, 0.003, -0.008], [0.016, 0.021, 0.017], [0.013, 0.018, -0.031], [0.030, 0.005, 0.001], [0.031, 0.011, 0.001], [-0.002, 0.000, -0.004], [-0.016, 0.020, 0.006], [-0.004, -0.001, 0.010], [0.008, -0.003, -0.029]],
  "lowdin_charge": [0.314, -0.411, -0.085, -0.090, -0.042, -0.228, -0.126, -0.087, -0.089, -0.039, -0.208, -0.078, 0.074, 0.072, 0.128, 0.097, 0.043, 0.126, 0.099, 0.034, 0.119, -0.132, 0.324, 0.019, -0.094, -0.476, -0.087, 1.024, -0.537, -0.092, -0.127, -0.496, -0.089, -0.126, 0.089, 0.067, 0.052, 0.087, 0.068, 0.093, 0.045, -0.007, 0.063, 0.056, 0.088, 0.067, 0.092, -0.002, 0.084, 0.061, 0.052, 0.088, 0.073, 0.091, -0.041],
  "gap_ha": [0.2154, 0.2155],
  "lumo_ev": [-1.165, -1.163]
}

{
  "formula": "C28H25Cl2F7IO22P",
  "method": "the ωB97M-V functional and the def2-TZVPD basis",
  "species": ["C", "C", "F", "C", "C", "Cl", "C", "O", "C", "C", "C", "O", "I", "C", "P", "O", "Cl", "C", "O", "H", "H", "H", "H", "H", "H", "H", "C", "C", "O", "C", "O", "O", "F", "H", "H", "H", "C", "C", "O", "C", "O", "O", "F", "H", "H", "H", "C", "C", "O", "C", "O", "O", "F", "H", "H", "H", "C", "C", "O", "C", "O", "O", "F", "H", "H", "H", "C", "C", "O", "C", "O", "O", "F", "H", "H", "H", "C", "C", "O", "C", "O", "O", "F", "H", "H", "H"],
  "coordinates": [[-3.049, -6.070, 1.917], [-1.827, -5.850, 1.020], [-2.234, -5.962, -0.300], [-1.209, -4.484, 1.211], [-0.724, -4.042, 2.373], [-0.579, -5.056, 3.753], [-0.279, -2.627, 2.560], [0.310, -2.270, 3.547], [-0.667, -1.631, 1.499], [-0.369, -0.201, 1.858], [-1.458, 0.427, 2.687], [-2.424, -0.112, 3.106], [-1.138, 2.538, 3.009], [-1.189, -2.064, 0.343], [-2.147, -1.148, -0.940], [-2.314, 0.327, -0.248], [-0.573, -0.694, -2.162], [-1.047, -3.533, 0.059], [-0.688, -3.898, -1.031], [-2.938, -6.982, 2.501], [-3.914, -6.177, 1.262], [-3.214, -5.241, 2.606], [-1.077, -6.629, 1.177], [-0.208, 0.421, 0.979], [0.558, -0.164, 2.440], [-3.213, 0.438, 0.093], [-2.335, 7.098, 0.205], [-2.185, 5.597, 0.055], [-1.015, 5.329, 0.800], [-0.891, 6.290, 1.750], [-0.160, 6.238, 2.684], [-1.729, 7.314, 1.486], [-1.978, 5.205, -1.226], [-1.765, 7.622, -0.563], [-3.362, 7.448, 0.212], [-3.008, 5.008, 0.464], [2.283, -2.365, -0.272], [3.697, -2.872, -0.467], [4.410, -1.672, -0.711], [3.736, -0.642, -0.130], [4.175, 0.449, 0.016], [2.504, -1.047, 0.245], [3.814, -3.687, -1.537], [1.755, -2.302, -1.224], [1.698, -2.949, 0.434], [4.131, -3.370, 0.402], [4.827, 0.971, -4.409], [4.731, -0.358, -3.690], [5.341, -1.244, -4.604], [6.216, -0.532, -5.371], [7.040, -1.004, -6.074], [6.004, 0.797, -5.198], [3.445, -0.741, -3.482], [3.965, 1.112, -5.065], [4.937, 1.824, -3.747], [5.262, -0.399, -2.738], [-2.030, 3.078, -5.091], [-2.756, 3.846, -4.004], [-3.998, 3.173, -3.936], [-3.812, 1.890, -4.362], [-4.585, 1.009, -4.209], [-2.606, 1.776, -4.968], [-2.966, 5.143, -4.333], [-2.265, 3.493, -6.072], [-0.955, 3.027, -4.953], [-2.280, 3.806, -3.026], [1.131, -10.731, 1.435], [0.516, -10.740, 2.820], [-0.469, -9.729, 2.721], [-0.830, -9.611, 1.412], [-1.776, -9.011, 1.026], [0.041, -10.282, 0.627], [1.404, -10.407, 3.784], [1.944, -10.005, 1.386], [1.476, -11.703, 1.095], [0.033, -11.678, 3.100], [0.485, 9.704, 2.783], [-0.323, 9.705, 4.063], [-1.136, 10.854, 3.908], [-1.289, 11.092, 2.577], [-2.085, 11.831, 2.106], [-0.408, 10.346, 1.868], [0.449, 9.847, 5.165], [1.389, 10.304, 2.892], [0.734, 8.707, 2.433], [-0.962, 8.831, 4.192]],
  "atomic_forces_ev_per_a": [[0.066, -0.060, 0.152], [0.049, 0.046, -0.109], [-0.026, -0.047, -0.118], [-0.055, 0.124, 0.016], [0.015, -0.003, -0.023], [0.005, -0.011, 0.032], [-0.007, -0.025, -0.192], [0.099, 0.013, 0.160], [0.032, 0.102, -0.147], [0.134, 0.007, -0.110], [-0.173, -0.046, -0.058], [0.044, 0.000, -0.003], [0.066, 0.030, 0.042], [0.015, -0.101, 0.298], [0.174, -0.133, -0.038], [-0.106, -0.030, 0.273], [0.147, 0.151, -0.227], [-0.165, 0.019, 0.307], [-0.111, -0.001, -0.182], [-0.037, 0.022, -0.079], [0.036, 0.023, 0.068], [-0.039, -0.029, -0.099], [-0.005, 0.060, 0.074], [-0.052, -0.056, 0.015], [-0.128, 0.000, 0.023], [0.024, 0.049, -0.143], [-0.003, 0.015, -0.048], [0.031, -0.106, 0.028], [-0.050, -0.084, 0.201], [0.019, 0.046, -0.076], [0.021, 0.029, -0.052], [-0.038, 0.140, 0.032], [0.049, 0.144, -0.049], [0.001, -0.037, -0.034], [0.003, -0.011, 0.128], [-0.037, -0.013, -0.076], [-0.132, -0.086, -0.016], [-0.017, 0.091, -0.044], [0.153, -0.046, 0.248], [-0.035, 0.038, -0.176], [-0.031, -0.011, -0.068], [-0.068, -0.015, 0.048], [-0.014, 0.056, -0.066], [0.034, -0.062, -0.029], [0.092, 0.057, 0.077], [0.004, -0.077, -0.043], [-0.045, 0.064, 0.017], [0.077, 0.010, 0.012], [0.137, -0.025, 0.138], [-0.055, 0.020, -0.073], [-0.049, 0.002, -0.005], [-0.009, 0.010, -0.013], [-0.060, -0.006, -0.068], [-0.043, -0.031, 0.035], [0.124, -0.011, -0.012], [-0.102, -0.026, 0.043], [0.037, 0.023, -0.041], [-0.011, -0.104, -0.028], [0.033, -0.064, 0.187], [0.025, 0.028, -0.071], [-0.008, 0.017, -0.008], [-0.014, -0.005, -0.025], [-0.052, 0.000, -0.066], [-0.009, 0.052, 0.016], [-0.015, -0.107, 0.056], [0.040, 0.107, -0.006], [0.054, -0.017, -0.017], [-0.048, 0.043, -0.038], [-0.127, -0.151, 0.007], [0.034, 0.045, -0.035], [0.078, 0.012, 0.050], [0.005, -0.005, -0.012], [0.036, 0.086, -0.014], [0.025, -0.014, 0.061], [-0.106, -0.014, -0.057], [0.069, -0.014, 0.079], [0.076, -0.141, -0.066], [-0.035, 0.031, -0.035], [-0.159, -0.118, -0.037], [0.052, 0.014, 0.006], [0.030, 0.010, 0.014], [0.031, 0.032, -0.027], [0.036, 0.100, -0.001], [-0.009, 0.008, 0.092], [-0.097, 0.011, -0.055], [0.075, -0.043, 0.078]],
  "lowdin_charge": [-0.026, -0.334, 0.000, -0.090, -0.517, 0.809, -0.355, 0.122, -0.143, -0.186, -0.834, 0.043, 0.904, -0.282, 0.644, -0.372, 0.305, -0.366, 0.120, 0.074, 0.094, 0.071, 0.132, 0.101, 0.129, 0.067, -0.028, -0.304, 0.083, -0.573, 0.157, 0.064, 0.070, 0.150, 0.144, 0.173, -0.050, -0.298, 0.112, -0.556, 0.183, 0.066, 0.091, 0.118, 0.127, 0.175, -0.048, -0.314, 0.137, -0.546, 0.188, 0.072, 0.070, 0.143, 0.141, 0.162, -0.046, -0.323, 0.131, -0.551, 0.183, 0.066, 0.076, 0.145, 0.139, 0.151, -0.046, -0.315, 0.131, -0.541, 0.182, 0.079, 0.079, 0.145, 0.140, 0.173, -0.048, -0.311, 0.134, -0.552, 0.180, 0.062, 0.080, 0.145, 0.122, 0.169],
  "gap_ha": 0.2978,
  "e_above_lowest_ev": 0.0000,
  "lumo_ev": -1.889,
  "smiles": "C[C@@H](F)C1=C(Cl)C(=O)C(CC(=O)I)=C(P(O)Cl)C1=O.O=C1OC[C@@H](F)O1.O=C1OC[C@@H](F)O1.O=C1OC[C@@H](F)O1.O=C1OC[C@@H](F)O1.O=C1OC[C@@H](F)O1.O=C1OC[C@@H](F)O1"
}

{
  "formula": "CH3Cl2OP",
  "method": "the ωB97M-V functional and the def2-TZVPD basis",
  "species": ["C", "O", "P", "Cl", "Cl", "H", "H", "H"],
  "coordinates": [[0.106, 0.308, 0.204], [-0.620, -0.898, 0.219], [0.674, 0.757, 1.930], [-0.492, -0.264, 3.134], [1.964, -2.217, 0.924], [1.103, 0.021, -0.472], [-0.345, 1.163, -0.356], [0.071, -1.568, 0.185]],
  "atomic_forces_ev_per_a": [[1.847, -1.801, -1.610], [-1.011, 1.928, -0.459], [0.907, -1.173, -1.129], [-0.105, 0.128, -0.284], [-0.269, 1.086, 0.411], [-1.821, 1.360, 2.074], [-0.190, -0.570, 0.686], [0.642, -0.959, 0.310]],
  "lowdin_charge": [-0.609, -0.247, 0.690, 0.295, -0.254, 0.126, 0.088, -0.090],
  "gap_ha": [0.2195, 0.2195],
  "e_above_lowest_ev": 4.5333,
  "lumo_ev": [-3.423, -3.422]
}